The following is a DFT calculation (the ωB97M-V functional and the def2-TZVPD basis) of a single C6H13N3 molecule in a non-equilibrium geometry.

Lowest unoccupied orbital energy: 0.899 eV
Highest occupied orbital energy: -6.8 eV
HOMO-LUMO gap: 7.662 eV
Net charge: 0
Energy relative to the best compared isomer or geometry (same formula, charge and spin): 101.7 kcal/mol
Maximum force: 4.3 eV/A

```
22
Properties=species:S:1:pos:R:3:forces:R:3
C -0.945 -2.093 -0.662 0.1 -0.1 0.3
C -0.272 -1.007 0.122 -0.5 0.1 0.0
C -0.546 -0.757 1.403 0.2 -4.3 0.6
N -0.502 -1.119 2.590 0.4 1.6 -0.4
C 0.324 0.230 -0.494 -0.9 1.6 2.2
C 1.795 0.428 -0.143 -0.2 0.0 -0.3
C 0.074 0.417 -1.980 -0.1 0.3 0.4
N -0.498 1.276 0.356 0.8 1.8 -3.1
N -0.273 1.775 1.682 -0.1 -0.1 0.4
H -0.223 -2.632 -1.280 0.0 -0.1 0.0
H -1.723 -1.707 -1.326 0.0 0.0 0.0
H -1.417 -2.793 0.025 0.0 -0.1 -0.1
H -1.053 -0.596 3.261 -0.6 -0.2 -0.1
H 2.113 1.440 -0.396 0.0 0.0 0.0
H 1.963 0.245 0.916 0.1 0.0 0.1
H 2.394 -0.282 -0.711 0.1 0.0 0.0
H -0.981 0.316 -2.227 -0.1 0.0 0.0
H 0.414 1.407 -2.280 0.0 0.0 0.0
H 0.628 -0.332 -2.546 0.0 -0.1 0.0
H -1.474 1.325 0.078 0.4 -0.4 0.5
H -0.506 2.766 1.676 0.4 0.0 -0.2
H 0.708 1.692 1.936 -0.2 0.0 -0.2
```
Positions in Å, forces in eV/Å.